1.
119
Properties=species:S:1:pos:R:3:forces:R:3:lowdin_charge:R:1 method="wB97M-V/def2-TZVPD" charge=-1 homo_lumo_gap_ev=5.50 homo_ha=-0.1319 largest_force_ev_per_a=2.11
Ba -0.0214 -0.6864 0.2395 -0.3728 1.4854 1.4453 2.025
C 2.4032 -5.1492 -0.5089 0.0052 -0.0392 -0.0223 -0.090
C 1.3660 -5.9401 -1.0082 0.0644 -0.0313 -0.0043 -0.094
C 0.0679 -5.5385 -0.8385 -0.1981 -0.0137 -0.0473 -0.027
C -0.2101 -4.3285 -0.1635 -0.0035 -0.1052 0.2776 -0.378
N 0.8021 -3.5494 0.2940 -0.0960 -0.1135 -0.1779 0.064
C 2.0547 -3.9766 0.1234 0.0841 0.0453 0.0151 -0.156
N -1.4791 -3.8758 -0.0243 0.0485 0.1237 -0.0208 0.147
C -1.7610 -3.1256 1.0163 -0.2451 -0.0107 0.0332 -0.396
N -2.4647 -1.9847 0.9424 -0.4023 -0.3172 0.1715 0.043
C -2.4027 -1.3647 2.1778 -0.2480 -0.2901 0.0408 -0.379
N -2.7827 -0.1554 2.3516 0.2184 0.0812 -0.3649 0.177
C -2.1005 0.6689 3.2308 -0.2229 -0.0704 0.0238 -0.372
C -2.7474 1.3615 4.2587 0.0180 -0.0061 -0.0111 -0.033
C -2.0096 2.2428 5.0185 0.0207 0.0179 0.0267 -0.078
C -0.6611 2.4308 4.7333 -0.0020 0.0008 -0.0080 -0.081
C -0.1158 1.7146 3.6847 0.0492 0.0675 0.0912 -0.190
N -0.8058 0.8541 2.9424 -0.0507 -0.1368 -0.0052 0.086
C -1.7755 -2.2975 3.1645 0.1033 0.1519 0.0839 -0.128
C -1.6807 -2.2671 4.5434 0.0619 -0.0274 -0.0098 -0.051
C -1.1335 -3.3802 5.1703 0.0099 0.0131 0.0154 -0.106
C -0.6928 -4.4766 4.4332 -0.0084 -0.0175 -0.0130 -0.080
C -0.7991 -4.4995 3.0472 -0.0035 0.0646 0.0540 -0.008
C -1.3561 -3.3934 2.4352 0.1353 -0.0946 -0.0630 -0.118
H 3.4417 -5.4191 -0.6342 0.0198 -0.0019 0.0053 0.093
H 1.5827 -6.8678 -1.5243 0.0034 -0.0137 -0.0003 0.099
H -0.7645 -6.1278 -1.1981 -0.0133 0.0070 -0.0194 0.102
H 2.8235 -3.3072 0.4901 0.0530 0.0091 0.0149 0.090
H -3.8025 1.1989 4.4253 -0.0194 -0.0009 -0.0079 0.111
H -2.4829 2.7890 5.8256 0.0073 0.0151 -0.0074 0.102
H -0.0556 3.1310 5.2909 0.0074 -0.0024 0.0095 0.097
H 0.9263 1.8367 3.4124 0.0259 0.0043 0.0109 0.105
H -2.0032 -1.4065 5.1138 -0.0206 0.0068 0.0117 0.113
H -1.0322 -3.3895 6.2479 0.0093 -0.0001 0.0053 0.102
H -0.2636 -5.3251 4.9512 0.0139 0.0030 0.0044 0.099
H -0.4639 -5.3527 2.4719 -0.0037 -0.0167 -0.0148 0.115
C 1.8804 2.3731 0.2138 0.0976 0.0944 0.0218 -0.187
O 0.5032 2.2292 -0.0498 -0.2242 -0.1626 0.0733 -0.394
Si -0.4893 3.6258 -0.2282 -0.0720 0.0020 -0.2044 0.297
C -0.6218 4.3572 1.5105 -0.0188 -0.0973 -0.0496 -0.152
C 0.6313 4.8701 -1.1358 -0.0207 -0.0872 0.0284 -0.162
C -2.0237 3.2466 -1.0519 0.0575 -0.1763 0.0704 -0.427
Si -3.6154 3.7822 -0.3609 0.1509 0.0784 -0.0915 0.357
C -5.0918 3.4602 -1.5136 0.0923 0.0191 0.0088 -0.198
C -3.7015 5.6591 -0.0270 0.0178 -0.0710 -0.0816 -0.195
C -4.1397 2.9861 1.2711 0.0424 0.0028 -0.0350 -0.189
Si -1.9189 2.7226 -2.7842 -0.0310 0.1256 0.0848 0.361
C -0.2447 1.9901 -3.2900 -0.0352 -0.0181 0.1208 -0.174
C -3.1793 1.3822 -3.2884 0.0402 0.0616 0.0234 -0.183
C -2.2001 4.1297 -4.0388 0.0220 -0.0451 0.0642 -0.193
H 2.0840 3.2215 0.8783 0.0074 0.0011 0.0051 0.074
H 2.4455 2.5235 -0.7129 -0.0056 -0.0096 0.0161 0.092
H 2.2624 1.4710 0.6949 0.0057 -0.0090 0.0179 0.057
H 0.3519 4.3602 2.0076 0.0530 0.0135 0.0088 0.022
H -1.3078 3.7925 2.1399 -0.0596 -0.0413 0.0408 0.004
H -0.9724 5.3892 1.4662 -0.0165 0.0560 -0.0138 0.021
H 1.6694 4.8766 -0.7974 0.0483 0.0326 0.0622 0.014
H 0.2232 5.8704 -0.9725 -0.0413 0.0404 -0.0149 0.025
H 0.6353 4.6932 -2.2112 -0.0105 -0.0014 -0.0705 0.007
H -4.9297 3.8521 -2.5187 -0.0007 0.0382 -0.0533 0.007
H -5.9765 3.9527 -1.1021 -0.0371 0.0023 0.0266 0.018
H -5.3098 2.3959 -1.6050 -0.0073 -0.0718 0.0103 0.017
H -3.2189 6.1997 -0.8444 -0.0188 0.0366 -0.0401 0.018
H -3.1806 5.9245 0.8940 0.0555 0.0047 0.0663 0.003
H -4.7310 6.0157 0.0601 -0.0626 0.0012 0.0290 0.011
H -4.0668 1.9006 1.2032 -0.0154 -0.0911 0.0167 0.011
H -5.1690 3.2509 1.5302 -0.0448 0.0383 -0.0114 0.022
H -3.5008 3.3061 2.0954 0.0517 0.0191 0.0564 0.003
H 0.0146 1.0950 -2.7209 -0.0452 -0.0087 -0.0133 -0.002
H 0.5767 2.6920 -3.1415 0.0528 0.0468 -0.0118 0.018
H -0.2665 1.7253 -4.3518 -0.0152 0.0008 -0.0437 0.024
H -3.4443 0.7772 -2.4217 -0.0072 -0.0592 0.0689 0.017
H -2.7523 0.7286 -4.0550 0.0363 -0.0339 -0.0583 0.009
H -4.0984 1.8123 -3.6881 -0.0510 0.0168 -0.0107 0.018
H -1.4333 4.8966 -3.9059 0.0389 0.0294 -0.0084 0.014
H -3.1662 4.6097 -3.8699 -0.0512 0.0209 0.0082 0.007
H -2.1680 3.7904 -5.0781 0.0099 -0.0418 -0.0451 0.015
C -2.2957 -2.2811 -5.0221 -0.0380 -0.0219 -0.0341 -0.052
N -1.3548 -1.9476 -3.9704 -0.0942 0.0460 0.0863 -0.129
C 0.0045 -1.6121 -4.3602 0.0440 0.0216 -0.0041 -0.027
C -1.7392 -1.8491 -2.6824 0.0525 -0.0276 -0.2117 -0.479
C -3.1717 -2.1423 -2.3526 -0.0029 -0.0412 0.0540 0.008
O -0.9255 -1.5239 -1.8126 -0.5012 -0.3011 -1.0110 -0.274
H -1.7533 -2.3196 -5.9640 -0.0122 -0.0055 -0.0025 0.086
H -3.0839 -1.5298 -5.1101 0.0044 -0.0015 -0.0056 0.087
H -2.7583 -3.2553 -4.8565 0.0004 0.0048 -0.0052 0.086
H 0.5364 -2.5106 -4.6881 0.0113 0.0129 -0.0092 0.091
H 0.5279 -1.1646 -3.5189 0.0007 -0.0258 -0.0047 0.057
H -0.0192 -0.8945 -5.1822 0.0157 0.0022 0.0164 0.091
H -3.8179 -1.4135 -2.8420 -0.0337 -0.0010 -0.0472 0.075
H -3.2921 -2.0825 -1.2745 0.0156 0.0180 -0.0133 0.060
H -3.4468 -3.1396 -2.6963 -0.0140 -0.0283 0.0132 0.086
S 1.4503 -1.2993 4.2444 0.0293 -0.0220 -0.0379 0.711
C 3.0780 -1.0449 4.0129 0.2468 0.1341 0.0415 -0.770
N 3.6668 -1.3802 2.8242 -0.1951 -0.0825 0.1713 0.056
C 4.9767 -1.2718 2.5367 0.1554 0.0109 0.0284 -0.080
C 5.8494 -0.7788 3.4554 -0.0975 -0.0262 -0.0284 -0.078
C 5.3108 -0.3506 4.6931 0.0322 0.0271 0.0024 -0.077
C 3.9825 -0.4683 4.9616 -0.0767 -0.0984 0.0630 -0.099
H 3.0283 -1.6609 2.0881 0.0584 0.0610 -0.2476 0.085
H 5.2572 -1.5890 1.5445 -0.0231 0.0326 -0.0232 0.117
H 6.9014 -0.6999 3.2299 0.0073 0.0026 0.0036 0.095
H 5.9678 0.0855 5.4357 0.0007 -0.0042 0.0192 0.104
H 3.5590 -0.1443 5.9009 0.0247 0.0029 0.0122 0.097
O 5.3125 0.0186 -0.3158 0.0085 -0.0305 0.0248 0.054
C 5.1460 -0.9221 -1.2935 -0.0213 0.0246 -0.0973 -0.263
C 6.2371 -1.4527 -1.9739 -0.0099 -0.0086 0.0497 -0.033
C 6.0444 -2.3825 -2.9832 0.0238 -0.0002 -0.0135 -0.097
C 4.7613 -2.7739 -3.3320 0.0076 -0.0182 -0.0155 -0.088
C 3.6798 -2.2227 -2.6635 -0.0402 -0.0001 0.0638 -0.015
C 3.8498 -1.3087 -1.6320 0.1640 -0.0129 0.0573 -0.059
C 2.6261 -0.7728 -0.9306 0.3729 -0.0026 -0.2449 -0.680
O 2.5745 -0.8386 0.3316 0.5123 -0.2009 0.0215 -0.235
O 1.7068 -0.3462 -1.6541 0.3614 -0.0151 -0.2142 -0.150
H 6.2526 0.2034 -0.2210 -0.0129 0.0591 -0.0346 0.106
H 7.2388 -1.1257 -1.7133 0.0040 -0.0003 -0.0015 0.109
H 6.9022 -2.7895 -3.5031 0.0073 -0.0115 -0.0015 0.099
H 4.6029 -3.4955 -4.1220 0.0013 -0.0103 -0.0087 0.098
H 2.6675 -2.5031 -2.9238 -0.0268 -0.0063 -0.0268 0.114

2.
109
Properties=species:S:1:pos:R:3:forces:R:3:lowdin_spin:R:1 method="wB97M-V/def2-TZVPD" spin_multiplicity=6 homo_lumo_gap_ev="8.37 / 6.42" homo_ha="-0.2812 / -0.2816" largest_force_ev_per_a=3.34
Fe 0.6858 -0.6659 1.0895 -0.7950 -0.4248 0.4597 4.001
C 2.3186 2.9653 2.5032 3.0148 1.0070 -1.0258 0.001
N 2.0206 1.7152 3.0515 -0.9206 -2.1276 1.2330 0.007
C 1.6318 1.8802 4.4576 2.4405 -1.6589 0.7083 0.000
C 3.0534 0.7012 2.8690 1.0222 0.8090 -2.4748 0.006
C 3.3797 0.5656 1.3352 0.6196 1.6535 -0.2490 0.035
C 4.5367 1.1769 0.7774 -1.7704 -0.9442 -0.5430 0.002
C 4.8210 1.2615 -0.5795 -0.4720 -0.8295 0.3909 0.015
C 3.9331 0.5844 -1.3984 1.0069 -0.1261 -0.4940 0.002
C 2.7797 0.0351 -0.8887 -0.1618 0.5086 -1.3107 0.037
C 2.4105 0.1160 0.4293 0.0024 -0.9883 1.4544 0.093
H 3.1678 3.4259 3.0761 -0.4625 0.2294 0.0257 0.000
H 1.4904 3.6303 2.5219 -0.7900 0.5525 -0.0899 0.000
H 2.7939 2.9006 1.4915 -1.0700 -0.0479 0.5519 0.000
H 2.3567 2.4993 5.0467 -0.4595 0.1851 -0.6036 0.000
H 1.6924 0.9204 5.0275 -0.3211 0.4983 -0.8813 0.000
H 0.6487 2.2191 4.5215 -1.4615 0.9047 0.2934 0.000
H 2.7447 -0.2929 3.0908 -0.6354 -0.4596 0.9757 0.001
H 3.9708 0.9380 3.4281 0.0967 -0.0120 -0.0052 0.000
H 5.1711 1.6437 1.4192 1.8882 1.2549 1.9762 0.000
H 5.7093 1.7555 -0.9716 -0.1977 -0.1375 0.2280 0.001
H 4.1975 0.3832 -2.4283 -0.2086 0.3683 -0.2435 0.000
H 2.1123 -0.3171 -1.6566 -0.4422 -0.5095 0.0483 0.004
C 2.2774 -1.8230 5.3327 -1.2521 -0.8320 -0.1302 0.003
Si 1.2770 -2.4316 3.8223 1.4545 -0.8992 -0.5040 0.016
C 2.3876 -3.3128 2.4825 -0.0726 2.6809 0.0887 0.005
C 0.3737 -3.8652 4.5529 -0.8088 -0.7386 0.3807 0.003
N 0.3557 -1.2604 3.0052 -0.5350 0.6595 -0.6383 0.104
C -0.5230 -0.4401 3.6581 -0.6806 1.6490 -0.1643 0.011
C -0.9575 -0.5282 5.0057 0.6392 0.4642 -0.6199 0.007
C -1.6326 0.4577 5.6975 -1.1249 0.1733 -1.1307 -0.001
C -2.1192 1.5675 4.9942 1.5534 1.3055 0.2483 0.006
C -1.6590 1.7832 3.7106 0.7035 -1.1665 -0.5454 0.000
C -0.9766 0.7541 3.0770 -0.5875 0.8972 -0.6425 0.008
F -0.6506 1.0727 1.7266 0.3750 -1.0185 0.5688 0.042
H 2.1150 -2.5649 6.1367 0.3463 0.2890 -0.3246 0.000
H 1.9722 -0.8760 5.7223 -0.3750 0.6196 0.2206 0.000
H 3.3017 -1.7263 5.0945 1.3109 -0.0937 -0.1493 0.000
H 2.9649 -2.7568 1.7068 -0.3745 0.1659 0.7560 0.001
H 1.7259 -3.9087 1.9306 -1.0460 -1.2307 -0.7514 0.000
H 3.0958 -3.9080 2.9780 0.9343 -1.0842 0.7580 0.001
H -0.2048 -4.4985 3.8493 0.3078 0.4273 0.2917 0.000
H -0.3231 -3.5250 5.3519 0.4529 -0.3886 -0.3683 0.000
H 1.1656 -4.4973 5.0068 -0.5132 0.2019 -0.0823 0.000
H -0.5083 -1.3333 5.4959 0.2004 -1.2229 1.1999 0.000
H -1.8582 0.3885 6.7403 0.0761 -0.3227 0.4644 0.000
H -2.3993 2.5152 5.4378 -0.6442 -0.4695 0.7431 0.000
H -1.5655 2.7797 3.2877 -0.7234 -0.1964 -0.2740 0.000
C -0.3289 4.1413 -2.9982 0.6600 0.7571 0.6912 0.000
C 0.2657 2.8218 -2.4835 -0.1014 -0.9807 -0.8618 0.000
C 0.6845 2.9630 -0.9945 -0.5755 2.0842 -1.1129 0.001
C 1.4853 2.4190 -3.4084 -1.6941 1.1036 -0.6002 0.000
P -0.9677 1.3995 -2.4928 0.2749 -0.4782 -1.3712 0.001
C -1.0058 0.8095 -4.3069 0.6837 0.1051 0.4735 0.000
C -1.2685 1.5603 -5.4812 0.9477 -2.2724 -0.4418 0.000
C -1.3953 0.8719 -6.6877 -0.0376 0.1537 -1.4428 0.000
C -1.2881 -0.5451 -6.8530 -0.5879 0.9085 2.6521 0.000
C -0.9753 -1.2670 -5.6958 -0.1675 1.7186 0.9031 0.000
C -0.7570 -0.5492 -4.4569 -1.1213 -1.3748 -0.6097 0.001
C -2.7763 1.8857 -2.4012 -0.3010 0.8592 0.6004 0.000
C -3.0905 2.3795 -0.9263 1.6134 1.1948 -0.6218 0.000
C -3.4028 2.9210 -3.3588 2.0689 0.7761 -0.9271 0.000
C -3.4793 0.5450 -2.6588 -0.1175 0.3171 0.1646 0.000
H 0.5032 4.8942 -3.1793 -0.9279 -0.7982 0.0266 0.000
H -0.9414 4.5592 -2.1772 0.0553 0.0017 -0.4656 0.000
H -0.9704 4.0400 -3.8826 0.4531 0.0512 0.1752 0.000
H 1.1955 3.9550 -1.0065 0.0232 -0.5843 0.5313 0.000
H 1.3769 2.2035 -0.6531 -0.3034 -0.1826 0.2340 0.001
H -0.2554 3.1196 -0.3997 1.1306 -0.5303 -0.0884 0.000
H 2.1108 3.2882 -3.3692 0.9622 0.3850 0.3521 0.000
H 1.1845 2.4339 -4.4978 0.1252 -0.5906 1.1758 0.000
H 2.0268 1.5309 -3.1164 -0.0741 -0.1976 -0.0450 0.000
H -1.1712 2.6100 -5.5335 -0.4577 1.0373 0.2240 0.000
H -1.5975 1.4783 -7.6066 0.1520 -0.5557 0.8809 0.000
H -1.7228 -1.0517 -7.6844 0.3173 -0.0918 -0.8359 0.000
H -1.0661 -2.3436 -5.6150 0.3673 0.0392 -0.3815 0.000
H -0.6341 -1.1937 -3.5630 0.2180 1.0318 -0.8521 0.000
H -2.2724 3.1396 -0.5882 -1.5509 -1.3260 -0.4434 0.000
H -3.1822 1.5937 -0.1894 0.3333 -0.3214 0.1445 0.000
H -4.0422 2.9061 -0.9322 -0.1177 0.1289 -0.0183 0.000
H -2.9635 3.9593 -3.1607 -0.7808 -1.3646 -0.3506 0.000
H -4.4861 2.9834 -3.2471 0.0157 -0.1975 -0.0126 0.000
H -3.1160 2.6011 -4.4161 -0.7510 0.6990 1.2624 0.000
H -2.8470 -0.2612 -2.3181 -0.1118 -0.4517 0.6501 0.000
H -3.6637 0.2587 -3.7117 -0.2632 0.7554 0.4356 0.000
H -4.3651 0.6948 -2.0338 -0.4088 -0.9978 -0.4821 0.000
C 1.1670 -3.6643 -3.3450 1.5927 -1.3961 -0.6916 0.035
C 1.9814 -3.4541 -2.2391 -0.6347 0.9220 -0.2788 -0.007
C 1.4465 -2.8584 -1.1087 1.2680 -0.9702 -0.0779 0.038
C 0.1405 -2.5712 -1.0856 -3.0253 0.8012 -0.3442 0.025
C -0.7320 -2.8388 -2.1857 0.9876 0.5333 1.7556 0.037
C -0.2005 -3.4591 -3.2809 0.3176 -0.1114 0.2362 -0.001
N -0.3728 -1.9386 0.0644 1.8828 0.5508 -0.4134 0.344
C -1.6326 -2.3360 0.4534 0.1577 -1.6743 -0.3311 0.030
C -1.8673 -3.7007 0.8409 0.5555 2.1350 0.2254 0.024
C -3.0706 -3.9947 1.4106 -0.3429 0.0666 -0.6955 -0.001
C -4.0878 -3.0113 1.3718 -0.6957 -1.4865 -0.0126 0.023
C -3.8830 -1.8011 0.7465 -0.9040 0.4194 1.1829 -0.001
C -2.6307 -1.4235 0.3233 -1.0583 -2.4289 1.4722 0.029
H 1.6665 -4.0900 -4.2627 -0.8840 0.4061 1.0410 0.002
H 3.0188 -3.6432 -2.2744 0.9910 -0.3285 -0.1732 -0.001
H 1.9329 -2.6478 -0.1761 0.8972 -0.1892 -0.0734 0.004
H -1.6869 -2.3430 -2.0917 -0.5062 -0.7528 -0.3251 0.001
H -0.8025 -3.8163 -4.0726 -0.6356 0.0943 -0.8453 0.000
H -1.0476 -4.3977 0.8044 0.1570 -0.1390 -0.0119 0.000
H -3.1882 -5.0227 1.7460 -0.5280 0.3301 0.2418 0.000
H -5.0789 -3.3328 1.7213 0.4155 0.5299 -0.0219 0.001
H -4.6380 -1.0212 0.7622 -0.3250 -0.3558 -0.2091 0.000
H -2.4963 -0.4931 -0.0526 0.8271 2.6573 -1.0826 0.001

Q: Which energy above the lowest of the compared OMol25 structures with the same formula, charge and spin values were calculated for the entries above? A: 31.3 58.6, in kcal/mol.